Here is a 2-piece molecular cluster, C30H46BBr2ClF3I2N2O7P2 overall from the Open Molecules 2025 dataset. Energies are from the ωB97M-V functional and the def2-TZVPD basis.

Last column: Löwdin charge in e.
Geometry (Å):
C: 4.678 -3.373 1.125  -0.033
C: 3.442 -2.971 0.752  -0.188
C: 2.635 -1.707 1.118  -0.278
C: 3.472 -1.032 2.237  -0.175
C: 4.842 -0.385 2.082  -0.800
O: 5.126 0.592 1.542  -0.019
I: 6.574 -1.226 3.175  0.810
C: 1.431 -2.502 1.886  -0.343
P: 1.200 -2.436 3.710  0.943
C: 1.494 -4.014 4.626  -0.252
C: 1.484 -1.053 4.840  -0.289
C: 0.035 -2.343 1.169  -0.133
C: -0.257 -0.918 0.673  -0.336
C: -1.776 -1.026 0.309  -0.108
C: -2.473 0.184 -0.341  -0.202
C: -3.896 0.473 0.158  -0.781
F: -4.500 -0.580 0.717  0.009
Br: -3.851 2.047 1.334  0.920
C: -4.801 0.913 -1.033  -0.983
F: -4.167 1.728 -1.862  0.034
F: -5.863 1.549 -0.612  0.042
Br: -5.413 -0.639 -2.055  0.854
C: -0.232 0.178 1.814  -0.141
O: -1.402 0.349 2.537  -0.155
C: -1.651 -0.504 3.654  -0.202
C: -3.176 -0.574 3.952  -0.183
C: -3.748 -1.984 3.623  -0.092
N: 0.723 -0.552 -0.406  -0.063
P: 0.301 -0.713 -2.253  0.780
O: -0.969 -1.666 -2.525  -0.292
Cl: -0.460 1.149 -2.792  0.380
C: 2.247 -0.877 -0.160  -0.173
B: 2.730 0.703 -0.047  -0.718
O: 2.539 1.415 1.143  0.140
O: 3.018 1.493 -1.123  0.015
C: 4.107 2.420 -1.049  -0.237
C: 3.766 3.631 -1.941  -0.048
C: 2.991 -1.296 -1.493  -0.580
I: 5.184 -0.992 -1.350  1.190
C: 2.892 -2.673 -2.194  -0.333
C: 1.651 -3.579 -2.127  -0.108
H: 5.426 -3.576 0.356  0.054
H: 5.016 -3.568 2.135  0.033
H: 2.866 -3.699 0.172  0.104
H: 3.655 -1.795 2.991  0.072
H: 2.867 -0.259 2.719  0.101
H: 1.549 -3.584 1.758  0.099
H: 0.764 -4.021 5.434  0.036
H: 2.473 -3.988 5.112  0.034
H: 1.351 -4.896 4.009  0.040
H: 1.465 -0.031 4.465  0.043
H: 2.449 -1.129 5.363  0.049
H: 0.741 -1.068 5.640  0.045
H: 0.057 -2.972 0.264  0.103
H: -0.765 -2.761 1.767  0.104
H: -2.349 -1.302 1.190  0.101
H: -1.915 -1.953 -0.254  0.116
H: -1.905 1.108 -0.271  0.076
H: -2.566 -0.028 -1.409  0.057
H: 0.684 0.023 2.398  0.104
H: -0.069 1.173 1.368  0.135
H: -1.375 -1.528 3.425  0.058
H: -1.178 -0.127 4.561  0.114
H: -3.326 -0.444 5.020  0.105
H: -3.732 0.152 3.366  0.047
H: -3.129 -2.532 2.904  0.056
H: -4.747 -1.932 3.191  0.069
H: -3.790 -2.601 4.520  0.074
H: 0.587 0.471 -0.408  0.086
H: -0.891 -2.562 -2.155  0.074
H: 1.910 2.132 0.978  0.131
H: 4.367 2.783 -0.054  0.125
H: 5.021 2.008 -1.472  0.076
H: 4.711 4.006 -2.339  0.081
H: 3.205 3.304 -2.816  0.078
H: 3.251 4.423 -1.402  0.077
H: 2.897 -0.552 -2.269  0.020
H: 3.730 -3.296 -1.885  0.058
H: 3.103 -2.543 -3.260  0.116
H: 1.942 -4.544 -2.548  0.095
H: 0.882 -3.229 -2.817  0.039
H: 1.261 -3.806 -1.133  0.054
C: -3.412 3.613 -4.115  -0.082
C: -4.658 4.158 -3.837  -0.059
C: -5.110 5.254 -4.553  0.006
C: -4.307 5.790 -5.544  -0.142
C: -3.061 5.262 -5.828  -0.001
C: -2.612 4.168 -5.106  -0.066
N: -4.795 6.940 -6.323  -0.348
O: -5.888 7.392 -6.035  0.084
O: -4.076 7.366 -7.208  0.082
H: -3.061 2.755 -3.559  0.064
H: -5.279 3.726 -3.064  0.100
H: -6.081 5.677 -4.336  0.123
H: -2.439 5.690 -6.601  0.121
H: -1.640 3.744 -5.320  0.102

Values from the calculation:
**Spin multiplicity**: 1
**Total energy**: -245370.0711 eV
**Total charge**: +1
**E_LUMO**: -3.11 eV

***

Here is C5H4Br2O2 in the gas phase from the Open Molecules 2025 dataset. Energies are from the ωB97M-V functional and the def2-TZVPD basis.

Last column: Löwdin charge in e.
Geometry (Å):
O: 0.074 1.528 -0.136  0.142
C: 0.847 0.967 0.475  -0.280
C: 0.725 -0.468 0.677  -0.316
O: 0.160 -0.389 2.018  -0.065
C: -1.217 0.076 1.972  -0.042
C: -1.528 -0.164 0.692  -0.818
Br: -3.063 0.353 -0.144  0.843
C: -0.432 -0.835 -0.050  -0.669
Br: -0.732 -2.802 -0.334  0.655
H: 1.371 1.334 1.320  0.137
H: 1.661 -1.017 0.589  0.174
H: -1.752 0.679 2.686  0.137
H: -0.455 -0.580 -1.129  0.102

Values from the calculation:
**Relative energy (zero: lowest compared OMol25 entry of this formula, charge and spin)**: 204.32 kJ/mol
**Spin multiplicity**: 1
**Total energy**: -149426.3331 eV
**E_LUMO**: 0.32 eV
**SMILES**: O=C[C@H]1OC=C(Br)[C@@H]1Br

***

- Which value of E_LUMO does entry 1 give?
  -3.11 eV

***

- Number 2 is which compound?
  C5H4Br2O2